(1)
{
  "formula": "C16H23N3O2S",
  "method": "wB97M-V/def2-TZVPD",
  "elements": ["C", "C", "C", "C", "O", "C", "C", "C", "H", "H", "C", "C", "N", "N", "C", "S", "N", "C", "C", "C", "C", "C", "C", "H", "H", "H", "H", "H", "H", "H", "H", "O", "H", "H", "H", "H", "H", "H", "H", "H", "H", "H", "H", "H", "H"],
  "coordinates": [[5.13, 2.29, -2.21], [5.01, 1.61, -0.85], [5.67, 0.23, -0.85], [5.51, -0.47, 0.50], [4.17, -0.62, 0.92], [3.43, -1.58, 0.21], [2.04, -1.68, 0.86], [1.27, -0.38, 0.66], [1.89, 0.46, 0.97], [1.04, -0.27, -0.40], [-0.04, -0.38, 1.47], [-0.90, 0.76, 1.08], [-0.66, 2.00, 1.38], [-1.67, 2.71, 0.85], [-2.57, 1.93, 0.21], [-3.92, 2.42, -0.58], [-2.07, 0.65, 0.36], [-2.68, -0.52, -0.13], [-4.03, -0.74, 0.14], [-4.65, -1.88, -0.34], [-3.93, -2.81, -1.08], [-2.59, -2.59, -1.34], [-1.96, -1.44, -0.88], [-0.92, -1.27, -1.10], [-2.02, -3.30, -1.92], [-4.41, -3.69, -1.45], [-5.69, -2.05, -0.14], [-4.59, -0.02, 0.71], [-1.72, 3.71, 0.94], [0.20, -0.28, 2.53], [-0.57, -1.32, 1.31], [1.28, -2.72, 0.28], [1.74, -3.56, 0.42], [2.18, -1.86, 1.94], [3.31, -1.30, -0.84], [3.93, -2.56, 0.25], [6.01, -1.45, 0.46], [5.98, 0.13, 1.28], [6.74, 0.33, -1.06], [5.24, -0.38, -1.65], [5.48, 2.23, -0.09], [3.96, 1.50, -0.59], [4.65, 3.27, -2.18], [6.17, 2.42, -2.49], [4.64, 1.70, -2.98]],
  "relative_energy_kj_mol": 159.3,
  "total_energy_ha": -1336.418399,
  "max_force_ev_per_a": 1.061,
  "lumo_energy_ev": 0.56
}

=====

(2)
{
  "formula": "C16H23N3O5PtS2",
  "method": "wB97M-V/def2-TZVPD",
  "elements": ["Pt", "N", "C", "O", "C", "C", "H", "H", "H", "H", "H", "H", "C", "C", "S", "C", "C", "S", "H", "H", "H", "H", "H", "H", "O", "C", "N", "C", "O", "C", "C", "C", "C", "N", "C", "H", "H", "H", "H", "H", "H", "H", "H", "C", "O", "C", "O", "H", "H", "H"],
  "coordinates": [[0.01, -0.58, 0.35], [-4.30, 0.51, -0.56], [-3.05, 0.02, -0.41], [-2.69, -0.46, 0.65], [-2.13, 0.11, -1.60], [-0.82, 0.77, -1.17], [-4.92, 0.49, 0.23], [-4.59, 0.97, -1.40], [-2.61, 0.65, -2.43], [-1.92, -0.91, -1.93], [-1.00, 1.74, -0.70], [-0.13, 0.87, -2.01], [3.14, -0.32, 3.99], [2.08, 0.01, 2.97], [2.33, -0.69, 1.44], [1.03, 0.84, 3.29], [0.94, 1.49, 4.64], [-0.27, 1.22, 2.25], [3.85, -1.02, 3.55], [2.69, -0.77, 4.87], [3.68, 0.57, 4.31], [1.93, 1.74, 5.04], [0.46, 0.81, 5.35], [0.35, 2.39, 4.58], [6.49, 0.99, -4.80], [6.82, -0.17, -4.11], [5.66, -0.96, -3.74], [4.78, -0.46, -2.82], [4.98, 0.62, -2.28], [3.60, -1.31, -2.53], [3.51, -2.67, -2.86], [2.35, -3.35, -2.55], [1.31, -2.67, -1.93], [1.41, -1.40, -1.57], [2.52, -0.74, -1.86], [6.01, 1.57, -4.19], [7.37, 0.06, -3.18], [7.45, -0.78, -4.77], [5.35, -1.68, -4.37], [4.34, -3.19, -3.31], [2.24, -4.40, -2.79], [0.38, -3.16, -1.70], [2.57, 0.30, -1.55], [-0.97, -2.19, 3.04], [-1.36, -2.91, 1.89], [-0.94, -2.48, 0.70], [-1.24, -3.10, -0.30], [-1.33, -2.75, 3.90], [-1.42, -1.19, 3.02], [0.13, -2.11, 3.09]],
  "relative_energy_kj_mol": 328.4,
  "total_energy_ha": -2079.590331,
  "max_force_ev_per_a": 2.406,
  "lumo_energy_ev": [-0.74, -1.25]
}